(1)
Here is C18H46B2CrF14N3O10S2 as an isolated structure from the OMol25 dataset. Energies are from ωB97M-V/def2-TZVPD.

DFT total energy	-133856.42071	eV
LUMO (spin up / spin down)	-3.9 / -2.4	eV
E_HOMO (spin up / spin down)	-8.50 / -8.50	eV
spin multiplicity	4

Structure (XYZ):
```
96
Properties=species:S:1:pos:R:3:forces:R:3
Cr -1.64555 -1.23533 2.40894 -0.2 1.9 -0.3
B -0.26823 0.84353 0.22502 1.3 0.2 -1.5
F 0.55256 -0.04657 -0.45576 -0.3 0.1 0.3
F -1.41342 1.08655 -0.50117 -0.5 -0.1 0.7
F -0.54342 0.15520 1.51953 -0.5 -0.7 0.8
F 0.41255 2.00739 0.51095 -0.3 -0.3 0.5
B -1.64898 1.24158 4.52454 0.2 1.5 1.2
F -0.74055 0.98390 5.54160 -0.4 -0.1 -0.6
F -2.84514 1.76277 4.99242 0.4 -0.4 -0.4
F -1.10398 1.97416 3.48901 -0.2 -0.4 0.1
F -2.02471 -0.11068 3.95072 0.2 -1.0 -0.6
C -3.06560 -2.16640 -1.42008 0.5 0.1 0.6
F -1.99724 -1.42714 -1.63230 -0.1 -0.1 -0.2
F -4.07273 -1.34885 -1.06785 -0.2 -0.2 -0.4
F -3.39955 -2.86065 -2.47330 0.0 0.0 -0.1
S -2.79334 -3.34327 0.06092 -2.1 0.6 1.2
O -3.94649 -3.21491 0.90623 0.1 0.9 0.1
O -2.60632 -4.65408 -0.44638 1.2 0.2 -0.2
N -1.52528 -2.57136 0.97341 -0.5 -2.2 -2.3
S -0.15747 -3.27074 0.37635 2.5 -0.7 0.4
O -0.14907 -3.43435 -1.03402 -0.7 0.1 0.0
O 0.98775 -2.69332 1.00191 -0.3 0.5 0.2
C -0.15294 -5.01787 1.14547 0.0 0.4 -0.5
F -0.38487 -5.94724 0.24701 -0.2 -0.1 0.1
F 1.06005 -5.21864 1.64292 -0.1 0.0 0.3
F -1.05584 -5.06829 2.13536 0.1 -0.2 0.0
C 2.37657 -1.01118 2.95866 -0.5 -1.5 0.1
C 1.08084 -0.82387 3.73908 1.4 0.1 0.2
O 0.04125 -1.80603 3.38477 -0.3 0.5 0.2
H 2.32530 -0.70710 1.91704 0.2 0.6 0.2
H 2.61122 -2.08327 2.88206 -0.1 0.1 0.2
H 3.17498 -0.62782 3.59008 0.1 0.6 -0.5
H 0.73357 0.19659 3.62061 -0.6 -0.2 0.0
H 1.31714 -0.99296 4.78920 -0.4 0.1 0.1
H 0.36702 -2.65527 3.70231 -0.3 -0.2 -0.3
C 5.18943 2.40330 1.15994 0.7 1.0 0.7
C 3.71388 2.14550 1.32247 0.2 -0.4 -1.0
O 3.21610 1.48166 0.15859 0.0 -0.2 0.3
H 5.51101 2.81279 2.12878 0.2 -0.2 -0.1
H 5.48191 3.19320 0.46308 -0.5 -0.1 -0.3
H 5.82318 1.54749 0.93314 -0.4 -0.3 0.1
H 3.17181 3.08656 1.44555 0.0 0.0 0.3
H 3.61064 1.50335 2.20088 -0.3 0.1 0.1
H 2.25914 1.39529 0.26537 0.3 0.1 -0.2
C 1.92019 4.06566 -1.45037 0.2 0.0 0.3
C 0.62677 4.85442 -1.26360 1.0 -0.1 0.1
O 0.12808 4.79911 0.05934 -0.3 -0.1 0.1
H 2.38655 4.34492 -2.39667 -0.1 -0.2 -0.1
H 1.78367 2.98761 -1.38973 -0.1 0.0 -0.3
H 2.65549 4.29395 -0.67347 -0.2 0.2 0.1
H -0.08795 4.52119 -2.02308 -0.2 0.2 0.1
H 0.89754 5.89940 -1.42022 -0.4 0.1 -0.2
H -0.02977 3.87991 0.30941 0.1 0.2 -0.1
C 3.84054 -3.32437 -1.44460 0.4 -1.0 -0.1
C 3.65375 -1.82630 -1.49565 -0.5 -0.2 0.7
O 2.35867 -1.45653 -1.97524 0.4 0.0 0.0
H 3.83345 -3.85216 -2.40263 0.0 0.4 -0.2
H 3.08351 -3.83707 -0.84449 -0.1 0.4 0.1
H 4.80119 -3.57626 -0.97931 0.0 0.2 0.0
H 4.43226 -1.32604 -2.07076 -0.1 0.0 -0.2
H 3.74160 -1.49030 -0.45529 0.2 0.3 -0.1
H 1.85506 -1.18510 -1.20083 -0.1 0.0 -0.3
C -4.88756 1.57767 1.44875 0.1 -0.8 -0.9
C -4.24125 0.33761 2.09165 0.6 2.6 1.3
C -5.18947 -0.71917 2.51619 0.2 -0.7 0.7
O -4.45195 -1.55039 3.40822 0.5 0.0 -0.3
C -5.22324 -2.61027 3.95118 0.6 0.2 0.5
N -3.06760 -0.22106 1.34617 -2.1 -0.2 -0.4
H -5.45649 1.29972 0.55657 0.1 0.3 -0.1
H -4.10080 2.30051 1.22647 -0.1 0.0 -0.3
H -5.56362 2.08198 2.13455 0.0 -0.3 0.2
H -3.81165 0.84723 2.96095 -0.1 -0.8 0.4
H -5.58131 -1.33865 1.69748 0.0 0.2 -0.1
H -6.01172 -0.25669 3.07090 -0.1 0.0 -0.2
H -6.01407 -2.19748 4.58340 -0.3 -0.1 -0.4
H -4.55706 -3.12670 4.64121 0.0 -0.3 -0.2
H -5.55558 -3.27413 3.15409 -0.3 -0.1 0.1
H -3.58783 -0.82023 0.69975 0.7 -0.2 0.0
H -2.71616 0.52873 0.73781 0.4 -0.2 0.3
C 1.04484 0.84229 -6.56315 -1.0 0.5 -0.6
C 2.08754 1.49229 -5.66496 -0.8 -0.9 0.4
C 1.40970 2.60192 -4.84440 -0.2 1.4 -1.1
O 0.07748 2.45162 -4.39487 0.2 -0.6 0.2
C -0.10038 1.39955 -3.49299 -0.3 -1.1 0.8
N 2.77408 0.45141 -4.89458 0.5 0.4 0.2
H 0.50079 1.61205 -7.12739 0.0 0.1 0.2
H 0.27743 0.34237 -5.97192 0.1 -0.2 0.0
H 1.37172 0.16298 -7.34962 0.6 -0.2 0.4
H 2.78058 2.01798 -6.32652 0.4 -0.2 0.3
H 1.31392 3.41266 -5.57951 0.0 0.2 0.2
H 2.00147 3.01216 -4.02332 0.4 -0.5 0.0
H 0.69181 1.21060 -2.75300 0.3 0.7 -0.2
H -0.20807 0.41510 -3.97208 -0.1 0.2 -0.2
H -1.00216 1.56779 -2.90396 -0.1 0.2 -0.2
H 3.47533 0.89740 -4.30707 0.1 -0.1 -0.1
H 2.16348 -0.00455 -4.22183 -0.2 0.0 -0.2
```
Forces are in eV/Å.

***

(2)
Here is C18H48AgN2PSbSi3 as an isolated structure from the OMol25 dataset. Energies are from ωB97M-V/def2-TZVPD.

net charge	+1
DFT total energy	-65882.03877	eV
LUMO	-2.2	eV
E_HOMO	-10.60	eV
energy relative to the best compared isomer or geometry (same formula, charge and spin)	0.0	kJ/mol

Structure (XYZ):
```
74
Properties=species:S:1:pos:R:3:forces:R:3
Ag 0.02721 -0.71182 -0.21744 0.1 -0.1 0.2
C -2.63861 0.72856 1.31596 0.0 0.0 0.0
C -3.89301 0.60983 2.22111 0.0 -0.1 0.0
N -3.88609 -0.67500 2.91765 -0.1 0.0 0.0
C -2.69838 -0.76566 3.76277 0.0 0.0 0.0
C -1.41930 -0.58876 2.90274 0.0 0.0 0.0
N -1.78937 -0.46857 1.48008 0.1 -0.1 -0.3
C -2.57120 -1.66105 1.08776 -0.1 0.0 0.1
C -3.86500 -1.75447 1.93551 0.0 0.1 0.0
H -2.04169 1.60434 1.57549 0.0 0.0 0.0
H -2.90691 0.80457 0.25938 0.0 0.0 0.0
H -4.81049 0.67733 1.63481 0.0 0.0 0.0
H -3.91913 1.40258 2.96992 0.0 0.0 0.0
H -2.71065 -1.73485 4.26332 0.0 0.0 0.0
H -2.76335 0.00551 4.53127 0.0 0.0 0.0
H -0.73847 -1.43632 3.00975 0.0 0.0 0.0
H -0.87767 0.31670 3.18224 0.0 0.0 0.0
H -1.93659 -2.54001 1.22952 0.0 0.0 0.0
H -2.79654 -1.57136 0.02362 0.0 0.0 0.0
H -3.92995 -2.70699 2.46319 0.0 0.0 0.0
H -4.75317 -1.66173 1.30778 0.0 0.0 0.0
C 2.57505 -0.66690 -4.33107 -0.3 -0.1 0.1
Si 1.12019 -1.86161 -4.22043 0.3 -0.1 0.1
C 0.62035 -2.39923 -5.95230 0.0 0.1 0.3
C 1.60064 -3.32893 -3.13172 -0.1 0.1 -0.2
Sb -0.76949 -0.74042 -2.84916 0.0 0.0 -0.2
Si -2.83072 -2.26372 -3.25697 -0.1 -0.1 0.1
C -2.49059 -3.81491 -2.23803 0.0 0.2 -0.1
C -3.10225 -2.72218 -5.06139 0.1 0.1 0.2
C -4.34507 -1.35025 -2.59497 0.2 -0.1 -0.1
Si -1.27411 1.44922 -4.13588 0.0 0.1 0.0
C 0.21917 2.57727 -3.93090 -0.2 -0.2 0.0
C -1.55635 1.03625 -5.95084 0.0 0.0 0.3
C -2.81137 2.21474 -3.36374 0.2 -0.1 -0.1
H 3.43558 -1.16889 -4.77952 0.0 0.0 0.0
H 2.87091 -0.30348 -3.34523 0.0 0.0 0.0
H 2.33905 0.19890 -4.95232 0.0 0.0 0.0
H 1.46674 -2.88328 -6.44520 0.0 0.0 0.0
H 0.32438 -1.54546 -6.56353 0.0 0.0 0.0
H -0.20654 -3.10867 -5.93782 0.0 0.0 0.0
H 2.53688 -3.78423 -3.46270 0.0 0.0 0.0
H 0.83000 -4.10265 -3.14557 0.0 0.0 0.0
H 1.72528 -3.00112 -2.09663 0.0 0.0 0.0
H -1.67396 -4.39465 -2.67338 0.0 0.0 0.0
H -3.37308 -4.45814 -2.20280 0.0 0.0 0.0
H -2.21378 -3.56605 -1.21240 0.0 0.0 0.0
H -2.29933 -3.35637 -5.43696 0.0 0.0 0.0
H -3.17205 -1.84263 -5.70252 0.0 0.0 0.0
H -4.03679 -3.27993 -5.15930 0.0 0.0 0.1
H -4.14910 -0.87636 -1.63116 0.0 0.0 0.0
H -5.17818 -2.04505 -2.46459 0.0 0.0 0.0
H -4.66932 -0.57317 -3.28944 0.0 0.0 0.0
H 1.11581 2.12711 -4.36001 0.0 0.0 0.0
H 0.41567 2.78917 -2.87837 0.0 0.0 0.0
H 0.04970 3.52971 -4.43842 0.0 0.0 0.0
H -0.64374 0.65663 -6.41325 0.0 0.0 0.0
H -1.86204 1.92909 -6.50133 0.0 0.0 0.0
H -2.33971 0.28647 -6.07073 0.0 0.0 0.0
H -2.67221 2.39030 -2.29525 0.0 0.0 0.0
H -3.68128 1.56881 -3.49350 0.0 0.0 0.0
H -3.03712 3.17485 -3.83355 0.0 0.0 0.0
C 3.07232 -2.75018 1.13575 -0.2 0.1 -0.1
P 2.26825 -1.12040 0.92574 0.1 0.2 -0.1
C 2.54647 -0.39383 2.58249 -0.2 0.0 -0.1
C 3.51321 -0.24565 -0.09116 -0.1 0.0 0.1
H 4.08397 -2.60643 1.51645 0.0 0.0 0.0
H 3.11753 -3.27407 0.18134 0.0 0.0 0.0
H 2.50436 -3.35499 1.84197 0.0 0.0 0.0
H 3.61478 -0.26585 2.75838 0.0 0.0 0.0
H 2.13733 -1.05990 3.34228 0.0 0.0 0.0
H 2.04846 0.57157 2.66544 0.0 0.0 0.0
H 4.49761 -0.29732 0.37578 0.0 0.0 0.0
H 3.22611 0.79937 -0.20935 0.0 0.0 0.0
H 3.55794 -0.70894 -1.07698 0.0 0.0 0.0
```
Forces are in eV/Å.